1.
{
  "formula": "C11H5N2O5Sc",
  "method": "wB97M-V/def2-TZVPD",
  "homo_energy_ev": [-16.4, -16.4],
  "charge": 2,
  "elements": ["C", "C", "N", "C", "Sc", "O", "C", "H", "C", "H", "O", "H", "O", "C", "C", "H", "O", "C", "C", "C", "H", "N", "O", "C"],
  "xyz": [[-0.2076, -3.4858, 0.4601], [-2.2477, -1.6638, 0.2183], [0.3644, 0.8645, -0.5972], [-0.7646, 1.5945, -0.3038], [-0.1256, -1.3366, -0.5290], [-3.2809, -1.8024, 0.7371], [1.5726, 1.4556, -0.6905], [-0.5143, -4.8137, -1.6605], [-0.4282, -3.8222, -1.1344], [2.8020, 3.1946, -0.4983], [-0.1304, -1.4129, 3.1532], [0.7253, 4.6217, 0.0471], [2.9802, -2.4458, 0.6311], [-0.5825, 2.9537, 0.0195], [-0.1457, -1.3020, 1.9929], [-1.7428, 1.1514, -0.4862], [-0.3513, -2.8398, -1.9605], [2.0074, -1.9997, 0.0969], [0.6762, 3.5429, -0.0648], [-1.7728, 3.7585, 0.2537], [2.3618, 0.7489, -1.0434], [-2.7885, 4.3803, 0.2926], [-0.2052, -4.1543, 1.4914], [1.7981, 2.8123, -0.4252]],
  "nbo_charge": [0.16, 0.49, -0.62, 0.06, 1.37, -0.28, 0.09, 0.23, 0.40, 0.28, -0.34, 0.28, -0.31, -0.12, 0.51, 0.23, -0.58, 0.49, -0.06, 0.19, 0.22, -0.14, -0.38, -0.19]
}

=====

2.
{
  "formula": "C5H24O7",
  "method": "wB97M-V/def2-TZVPD",
  "homo_energy_ev": [-12.5, -12.5],
  "s2": 0.756,
  "charge": 1,
  "multiplicity": 2,
  "elements": ["H", "H", "H", "C", "C", "H", "H", "O", "H", "O", "O", "H", "H", "H", "O", "H", "H", "H", "H", "H", "H", "H", "C", "C", "H", "H", "H", "H", "C", "O", "H", "H", "H", "O", "H", "O"],
  "xyz": [[-19.0434, -25.6114, -30.8344], [-18.3006, -21.9358, -30.2855], [-19.9184, -24.9844, -27.9590], [-19.7058, -26.4769, -30.8472], [-18.6226, -19.8901, -24.8072], [-19.5552, -27.0233, -29.9161], [-16.9691, -22.6918, -29.3556], [-18.7930, -22.3534, -28.2884], [-19.3427, -26.7648, -32.9271], [-16.7875, -23.1500, -26.1650], [-22.0989, -23.0423, -29.4008], [-18.2132, -21.9685, -27.6271], [-20.0539, -28.3009, -32.2675], [-18.1831, -19.2135, -25.5402], [-20.0258, -25.0836, -27.0130], [-21.1949, -22.8798, -29.1314], [-18.2306, -18.3616, -21.9616], [-18.4816, -23.2026, -25.5983], [-15.9932, -22.6162, -26.1465], [-16.8730, -19.4085, -23.5232], [-19.7195, -25.9716, -26.8286], [-19.7000, -19.7254, -24.8105], [-17.9306, -19.6407, -23.3978], [-19.4435, -27.4212, -32.0628], [-21.6032, -26.6014, -30.6396], [-18.0074, -20.5383, -22.7842], [-22.0421, -23.2132, -30.3409], [-18.4431, -27.8131, -31.8794], [-18.0475, -22.6603, -29.5116], [-21.0036, -25.9041, -30.9150], [-18.2836, -23.6547, -29.8904], [-16.5062, -23.9860, -26.5368], [-18.3119, -20.8795, -25.1428], [-19.3901, -23.0771, -25.3243], [-19.8890, -23.6978, -25.8554], [-18.6658, -18.6018, -22.7829]],
  "nbo_charge": [0.16, 0.20, 0.50, -0.06, -0.62, 0.14, 0.18, -0.72, 0.22, -0.97, -0.94, 0.48, 0.23, 0.24, -0.96, 0.46, 0.49, 0.49, 0.50, 0.24, 0.49, 0.26, -0.10, -0.64, 0.47, 0.25, 0.48, 0.21, -0.26, -0.72, 0.18, 0.50, 0.22, -0.63, 0.52, -0.47]
}

=====

3.
{
  "formula": "C56H140N9O19Zn",
  "method": "wB97M-V/def2-TZVPD",
  "homo_energy_ev": -9.8,
  "charge": 1,
  "elements": ["H", "H", "H", "C", "N", "H", "H", "O", "H", "O", "C", "C", "H", "C", "C", "C", "C", "H", "H", "H", "C", "H", "H", "N", "H", "H", "O", "H", "O", "C", "H", "H", "H", "H", "C", "H", "C", "C", "C", "H", "H", "H", "H", "C", "H", "O", "C", "C", "H", "C", "H", "H", "H", "O", "H", "N", "H", "H", "H", "H", "H", "H", "C", "H", "H", "O", "C", "H", "H", "H", "C", "H", "H", "H", "H", "H", "O", "H", "H", "H", "H", "H", "C", "Zn", "H", "N", "H", "H", "H", "C", "H", "H", "C", "H", "H", "C", "H", "H", "H", "H", "H", "H", "H", "H", "H", "H", "H", "N", "H", "H", "H", "H", "C", "C", "H", "H", "N", "H", "H", "H", "C", "H", "H", "H", "O", "H", "H", "H", "H", "H", "C", "H", "C", "H", "H", "H", "H", "H", "H", "C", "H", "C", "C", "H", "H", "N", "C", "H", "C", "C", "O", "H", "C", "H", "H", "H", "H", "H", "C", "C", "H", "C", "C", "C", "O", "H", "H", "H", "O", "H", "H", "H", "O", "N", "H", "H", "H", "C", "C", "H", "H", "O", "O", "C", "C", "H", "H", "C", "O", "H", "H", "C", "H", "H", "H", "H", "H", "H", "C", "C", "N", "H", "C", "H", "H", "H", "H", "H", "C", "O", "O", "C", "C", "H", "C", "H", "H", "O", "H", "H", "H", "C", "H", "C", "H"],
  "xyz": [[-5.0936, -4.0168, 0.8480], [-3.9892, -4.3469, -1.2883], [-9.9977, 1.9467, -0.2157], [-3.2126, -8.5886, 1.6493], [4.6948, 1.6953, -7.3919], [-0.0041, 3.6031, 4.7602], [0.1420, 2.1443, 5.7352], [-1.4861, 2.2668, 4.4688], [4.1416, -6.6256, -4.8265], [-1.3864, -4.4506, -1.1070], [-1.2877, 3.6438, 6.5000], [-4.6214, -6.9331, -1.2597], [-0.4543, 3.8617, 7.1731], [1.2543, 0.1649, -0.9378], [-5.0877, -3.4470, 1.7906], [2.5103, 4.7402, -0.7412], [3.4650, 0.9381, 3.7981], [8.1685, 3.1978, 0.1982], [0.5429, -4.2553, -0.4096], [-7.0782, -7.8411, 2.1400], [3.6886, 4.6081, 3.1247], [-1.6374, -4.7431, -3.1459], [4.1557, 5.9029, -2.7266], [0.1098, -4.4531, -5.9982], [-3.1727, 0.3119, -2.2388], [1.8962, -4.5344, 2.9605], [2.4011, 5.8742, -1.5414], [4.1442, -6.9764, -2.0863], [7.5742, 4.1329, 1.9120], [-0.3091, 8.4715, 2.0316], [1.5144, 2.4576, -6.6523], [-0.0868, 8.6947, 3.0784], [-4.7642, -6.9412, 3.9516], [1.5582, -6.6295, -6.4924], [-4.3560, 3.6152, 0.3337], [0.0654, 0.2490, -5.1712], [3.2408, 1.5215, -7.4245], [-0.5758, 2.8865, 5.3602], [-4.7782, 7.8827, 5.0229], [-4.2970, 4.2835, -0.5343], [1.7311, -0.1638, -5.4817], [3.9120, -6.2801, -6.6145], [-0.2642, -2.8146, -1.1662], [5.7458, 5.5466, 2.3375], [-2.4510, -9.1489, 1.0978], [-2.7150, -2.9678, 1.6147], [3.0291, 3.2606, 3.1697], [0.8454, -0.4790, -4.9271], [-4.1996, 8.5394, 4.3702], [-9.6910, 2.7593, -0.8883], [-5.0559, -7.2819, -2.2001], [-0.2432, 4.2148, 2.0767], [2.6919, 4.0236, -4.1902], [2.6233, -5.3588, -5.2627], [0.3759, 4.1124, -0.8721], [4.7451, 4.5132, 2.1041], [6.1133, 5.5944, 3.3694], [-5.8000, -5.9515, 1.8809], [-3.5638, 1.7130, 0.9279], [-6.0613, -2.9667, 1.8988], [-6.7141, 4.7856, -0.3713], [0.3202, -5.2263, -4.0459], [3.9598, -5.5765, 0.8469], [-4.0783, -4.9897, -3.0019], [1.0754, 1.1820, -1.3033], [-6.7803, -7.2823, 4.1349], [-0.5567, -2.3711, -4.7771], [-2.7972, -6.2684, -0.7291], [-3.7236, -8.8547, -0.8373], [8.9091, -0.7595, -7.8498], [0.8521, 0.1518, 0.5264], [5.0001, 1.5750, -6.4364], [-1.8456, -4.0899, -5.4379], [-3.6137, -0.0059, -0.6321], [2.7662, -3.5978, 5.0371], [1.1686, 3.2388, -4.3366], [2.5375, -0.2617, -1.2730], [3.9537, 0.3103, 3.0539], [-1.5610, 5.8048, 3.1864], [3.2196, 7.3064, -2.5580], [-5.1506, 8.4363, 5.8908], [-5.3239, -6.2279, -0.7961], [0.2602, -5.5775, -5.0803], [4.2861, -0.4760, -1.9542], [3.8350, 0.6935, 4.7936], [-3.3634, -6.2857, -1.5691], [4.8566, -7.5830, -0.6048], [2.3487, 2.5963, -3.2401], [4.0443, 4.7863, 4.1485], [6.9744, 5.3329, 1.4594], [5.2071, 3.6178, 2.2191], [-4.2780, -1.8569, 0.7217], [2.8951, -4.5603, 1.2156], [2.0866, -1.0122, 6.3464], [-4.2206, 4.1728, 1.2635], [-0.9699, -3.5222, -5.7613], [7.5718, 6.2492, 1.5083], [-0.4219, 0.5976, 3.9093], [-1.9469, 2.9615, 7.0476], [-0.0484, 2.1244, 2.9861], [4.2942, 6.7409, -1.1599], [4.9008, -0.0238, -8.5235], [1.7475, -7.1205, -4.7769], [-5.9258, 2.6116, -0.4643], [-0.7474, -2.6040, 1.3809], [8.9013, 0.0665, -6.2240], [3.6412, -2.0534, 4.9069], [-4.8950, -4.3751, 2.8819], [9.2381, 3.0308, 1.6222], [2.9724, 1.7791, -8.4498], [0.5065, -0.4614, -1.4389], [2.8499, 3.5734, -6.6490], [-6.6808, 4.1832, 0.5425], [3.6122, 6.4783, -1.9681], [-0.5241, -6.3232, -5.2133], [-1.7108, -1.1673, 2.0285], [-5.7160, 3.0938, 0.4022], [0.5499, 8.3010, 1.3803], [0.5891, 6.1899, 0.1029], [3.9209, -6.4747, 1.4666], [-3.5011, -4.9342, -2.0785], [-2.7476, 7.9603, 6.5218], [-8.7194, 4.3486, 1.0635], [-2.7654, -8.1568, 2.5440], [2.9078, 2.1901, -5.1425], [5.3565, 1.4386, -9.3875], [-10.4855, 3.4667, -0.6144], [2.7331, -2.1418, 2.3709], [-1.3343, -3.0496, -6.6762], [0.3751, -0.9466, 5.9284], [-6.9064, -8.2690, 3.1281], [-4.1487, -1.6092, 2.3993], [-0.1122, -3.9036, -1.2035], [6.7138, 5.1961, 0.4031], [5.3253, 6.5353, 2.1364], [-1.1496, 6.4141, 7.0796], [-3.9883, -4.8068, 2.7366], [-0.2799, -2.8302, -3.8253], [-2.6345, 5.6594, 7.6350], [5.3858, 0.9528, -8.4068], [9.2567, 4.5438, 0.7090], [-0.8197, 1.5202, 3.4787], [-1.6824, -2.0472, 1.3791], [-8.1391, 2.6569, 1.2280], [0.4609, -4.0719, -2.1238], [0.7281, 5.4134, 0.7409], [-4.3656, -8.1168, -0.3420], [2.0948, 3.2110, 3.7382], [-3.0009, 0.6806, -1.2277], [1.2535, -1.5908, 5.9433], [0.6109, -1.7878, -5.3676], [4.9614, -5.1381, 0.9304], [-2.8102, 7.0366, 5.9398], [-2.1411, 7.2015, 5.0879], [-2.6897, 4.5487, 5.3895], [-6.5170, 4.8234, 1.4086], [-1.5791, 1.3633, 2.7105], [-5.2541, -8.7228, -0.1253], [-5.6954, -6.3642, 4.0054], [2.8112, -2.6414, 4.5080], [-5.6834, 7.6191, 4.4745], [8.6245, 3.7202, 1.0438], [-0.7461, 6.1654, 2.5528], [-8.0986, 3.5620, 0.6210], [3.6095, -5.8823, -0.4981], [-2.2509, -3.2132, -2.4739], [-5.6425, -5.8736, 4.9764], [-3.9346, -9.3292, 2.0162], [-1.1893, 7.3651, 1.9790], [4.6284, -5.0812, -5.6395], [-2.3015, 2.8335, 0.4234], [1.0028, -2.4707, 6.5403], [-3.8434, -7.6189, 0.8688], [2.8322, -4.3020, 2.6545], [1.4287, 0.8401, 1.1510], [-0.1759, 0.4890, 0.6748], [-1.3236, 5.0424, 0.8412], [-3.3337, 2.5248, 0.2272], [-0.4559, 5.1270, 1.5086], [-7.6622, -8.9898, 3.4349], [2.7673, 2.9617, 2.1448], [1.5274, -2.0520, 4.6236], [-3.4724, 1.9991, -1.0877], [3.8978, -5.8886, -5.5937], [-5.9008, -5.4029, 2.8275], [2.9753, 5.4156, 2.9540], [8.3261, -1.5430, -6.4014], [4.6022, -6.6697, -1.1445], [7.0346, -0.1425, -7.0894], [5.4300, -5.9922, -1.3680], [-6.9379, -5.0713, 2.9030], [2.5979, 2.5212, -6.4889], [-1.2960, -1.5827, -4.6235], [3.2088, 4.8697, 0.0917], [0.1593, 6.3459, 3.1434], [-5.9969, -8.8822, 3.1164], [0.9656, -3.9191, -6.0834], [7.4170, 0.6975, -8.9641], [3.1254, -2.9388, 3.0232], [1.1713, 4.3197, -0.1452], [-1.8504, 4.8134, 5.8904], [7.2597, 1.8485, -7.7127], [-2.1444, -4.2890, -2.2906], [1.9543, -5.0336, 0.9293], [2.8811, 3.8722, -1.3095], [1.0926, -0.3654, -3.8650], [4.1827, -2.6952, 2.8571], [0.9178, -0.8290, 1.0008], [-2.0777, 5.9525, 6.7336], [-8.4165, 3.3154, -0.7418], [-4.1265, 6.7218, 5.4911], [6.8556, 0.8851, -8.0404], [8.3646, -0.5834, -6.9213], [-1.8183, -1.6538, 0.3612], [1.5685, -6.2795, -5.4569], [2.3754, 0.9061, 3.7970], [-1.9542, 0.5873, -0.9248], [3.9473, 2.2909, 3.6499], [-9.8359, 2.3893, -1.9011], [1.3035, 3.4412, 0.4912], [-0.8266, 9.3595, 1.6676], [2.2378, 3.0273, -4.2378], [2.9459, -3.5853, 0.7213], [-3.9798, -2.3816, 1.6398], [2.9322, 0.5207, -7.1050]],
  "lowdin_charge": [0.10, 0.11, 0.08, -0.12, -0.07, 0.10, 0.11, -0.18, 0.08, -0.17, -0.20, -0.21, 0.12, -0.37, -0.21, -0.25, -0.07, 0.08, 0.07, 0.08, -0.20, 0.09, 0.08, -0.04, 0.09, 0.12, -0.18, 0.08, -0.19, -0.10, 0.12, 0.09, 0.11, 0.13, -0.22, 0.10, -0.19, -0.23, -0.12, 0.13, 0.06, 0.09, 0.07, -0.21, 0.09, -0.16, -0.24, -0.11, 0.09, -0.14, 0.12, 0.10, 0.09, -0.21, 0.12, -0.04, 0.12, 0.10, 0.12, 0.13, 0.12, 0.09, -0.21, 0.13, 0.11, -0.20, -0.18, 0.10, 0.12, 0.09, -0.06, 0.10, 0.11, 0.07, 0.13, 0.10, -0.39, 0.08, 0.11, 0.09, 0.09, 0.11, -0.18, 1.27, 0.09, -0.06, 0.09, 0.06, 0.12, -0.24, 0.10, 0.11, -0.21, 0.08, 0.12, -0.18, 0.12, 0.09, 0.12, 0.06, 0.09, 0.12, 0.12, 0.11, 0.08, 0.09, 0.11, -0.06, 0.09, 0.13, 0.10, 0.13, -0.20, -0.09, 0.13, 0.08, -0.06, 0.08, 0.11, 0.13, -0.19, 0.12, 0.12, 0.09, -0.21, 0.12, 0.09, 0.10, 0.11, 0.08, -0.10, 0.13, -0.11, 0.12, 0.12, 0.12, 0.11, 0.08, 0.12, -0.22, 0.09, -0.12, -0.11, 0.12, 0.08, -0.05, -0.22, 0.10, -0.11, -0.10, -0.19, 0.12, -0.23, 0.11, 0.12, 0.12, 0.08, 0.12, -0.20, -0.22, 0.08, -0.10, -0.24, -0.21, -0.22, 0.12, 0.12, 0.08, -0.19, 0.08, 0.10, 0.09, -0.20, -0.05, 0.06, 0.06, 0.12, -0.22, -0.21, 0.09, 0.10, -0.21, -0.19, -0.10, -0.22, 0.11, 0.08, -0.10, -0.20, 0.09, 0.13, -0.23, 0.12, 0.10, 0.12, 0.07, 0.10, 0.12, -0.23, -0.19, -0.07, 0.13, -0.21, 0.11, 0.10, 0.07, 0.11, 0.07, -0.21, -0.19, -0.17, -0.23, -0.11, 0.07, -0.22, 0.07, 0.06, -0.20, 0.09, 0.09, 0.09, -0.12, 0.11, -0.23, 0.11]
}